30
Properties=species:S:1:pos:R:3:forces:R:3 method="wB97M-V/def2-TZVPD" energy_ha=-1081.87096 spin_multiplicity=1 charge=+1 orbital_gap_ha=0.3135 relative_energy_kj_mol=468.4 smiles="N[P@](O)(=[NH+]C1=NOOC1)OC1CCCC1"
C 0.2114 2.8370 -0.1256 -0.46 -0.53 -1.15
C 0.0325 4.3045 -0.5749 1.20 -1.18 2.42
C -0.9399 -3.4164 -0.2774 -0.55 -1.17 0.96
C -0.7106 -2.3855 -1.4160 -0.87 -0.98 2.74
C -0.4850 -2.5199 0.9238 -4.81 -0.43 1.07
C -1.3624 -1.1248 -0.8645 -4.53 -3.76 0.52
C -1.1691 -1.1498 0.6422 -1.07 -1.08 1.06
N -0.3868 2.0523 -0.9116 0.30 -0.52 0.34
N 2.0175 0.3194 2.3302 -3.89 -0.57 -2.37
N 1.0028 2.2265 0.8395 1.05 0.36 1.11
O 2.2211 -0.1305 -0.6875 -2.17 1.45 4.97
O -0.6427 4.1343 -1.7486 -0.70 0.08 -1.05
O -1.0272 2.6546 -1.8661 -0.32 1.33 -0.47
O -0.3295 -0.0431 1.0154 3.70 2.41 0.74
P 1.0985 0.5656 0.9236 2.01 -1.41 -1.52
H -0.4930 4.8685 0.2349 0.08 -0.16 -0.77
H 1.0765 4.6564 -0.6677 -0.45 0.49 -0.49
H -2.0187 -3.9232 -0.2850 2.14 1.57 0.28
H -0.2306 -4.2772 -0.2109 -0.54 0.53 -0.74
H 0.3156 -2.1808 -1.4581 1.75 -0.05 -0.42
H -1.0472 -2.8184 -2.2926 -0.79 -0.10 -2.08
H -0.5825 -2.9163 1.9617 -0.20 0.32 -0.82
H 0.4859 -2.4196 0.6983 3.91 0.64 -0.47
H -0.9370 -0.3258 -1.2469 1.68 4.07 -1.85
H -2.4868 -1.1175 -1.1448 1.76 0.13 0.59
H -2.0287 -0.8349 1.3433 0.80 -1.23 -1.55
H 1.6358 -0.0412 -1.4298 -0.76 0.20 -0.89
H 2.2031 -0.6058 2.6210 -0.37 -1.48 0.20
H 2.8505 0.7710 2.4019 2.91 2.16 -0.06
H 1.7267 2.8407 1.2720 -0.79 -1.09 -0.27